The following is a DFT calculation (the ωB97M-V functional and the def2-TZVPD basis) of a 7-piece molecular cluster, C47H51F6NO3P overall in a non-equilibrium geometry.

Last column: Löwdin charge in e.
CARTESIAN COORDINATES (ANGSTROEM)
C -3.080 -1.425 2.099  0.129
C -1.940 -1.540 1.741  -0.140
C -0.485 -1.646 1.473  -0.195
C -0.175 -1.629 -0.057  -0.162
C 0.531 -0.305 -0.447  -0.120
C 2.056 -0.366 -0.383  -0.199
N 2.582 -1.268 0.710  0.110
C 3.837 -0.558 1.190  -0.091
C 3.276 0.881 1.251  -0.396
P 4.400 2.152 2.006  0.919
C 3.359 2.749 3.427  -0.244
O 4.453 3.429 0.927  -0.319
C 2.820 1.004 -0.219  -0.222
C 2.064 2.251 -0.657  -0.148
O 2.123 2.352 -2.087  -0.153
O 2.939 3.483 -2.436  -0.025
H -4.015 -1.283 2.582  0.045
H -0.025 -0.801 1.994  0.077
H -0.125 -2.579 1.912  0.122
H 0.356 -2.516 -0.404  0.113
H -1.128 -1.630 -0.574  0.091
H 0.214 0.013 -1.439  0.137
H 0.187 0.458 0.259  0.117
H 2.392 -0.819 -1.319  0.163
H 1.993 -1.261 1.542  0.146
H 2.803 -2.215 0.420  0.189
H 4.296 -0.956 2.088  0.137
H 4.496 -0.579 0.323  0.136
H 2.341 0.847 1.836  0.113
H 2.506 3.310 3.035  0.055
H 2.962 1.845 3.896  0.012
H 3.958 3.321 4.125  0.033
H 5.097 4.043 1.292  0.051
H 3.654 0.923 -0.923  0.150
H 2.493 3.165 -0.248  0.118
H 1.005 2.252 -0.392  0.125
H 3.837 3.242 -2.173  0.105
F 2.149 1.218 6.232  0.049
C 0.829 1.153 5.963  -0.286
C 0.408 0.489 4.827  -0.036
C -0.951 0.415 4.549  -0.075
C -1.867 1.013 5.403  -0.077
C -1.425 1.681 6.538  -0.059
C -0.068 1.750 6.825  0.001
H 1.142 0.032 4.172  0.090
H -1.290 -0.107 3.666  0.059
H -2.925 0.958 5.184  0.106
H -2.137 2.151 7.203  0.114
H 0.293 2.259 7.710  0.107
F -1.590 -3.479 -2.024  0.030
C -2.903 -3.577 -2.360  -0.276
C -3.248 -4.241 -3.520  -0.009
C -4.589 -4.342 -3.862  -0.065
C -5.559 -3.772 -3.048  -0.081
C -5.191 -3.105 -1.888  -0.077
C -3.852 -3.008 -1.535  -0.022
H -2.476 -4.672 -4.144  0.119
H -4.875 -4.864 -4.763  0.088
H -6.604 -3.849 -3.319  0.105
H -5.946 -2.658 -1.255  0.106
H -3.547 -2.499 -0.629  0.088
F -4.730 -6.382 -6.432  0.038
C -4.989 -7.622 -5.960  -0.290
C -3.940 -8.404 -5.519  -0.021
C -4.210 -9.675 -5.030  -0.081
C -5.515 -10.146 -4.997  -0.093
C -6.555 -9.345 -5.449  -0.079
C -6.294 -8.070 -5.930  -0.017
H -2.929 -8.021 -5.560  0.115
H -3.399 -10.297 -4.676  0.105
H -5.722 -11.139 -4.619  0.103
H -7.572 -9.712 -5.427  0.107
H -7.091 -7.427 -6.281  0.118
F 1.309 3.589 9.606  0.050
C 2.643 3.665 9.421  -0.286
C 3.132 3.963 8.165  -0.029
C 4.504 4.046 7.978  -0.087
C 5.367 3.821 9.043  -0.093
C 4.856 3.518 10.298  -0.076
C 3.484 3.443 10.493  -0.011
H 2.444 4.129 7.346  0.112
H 4.901 4.286 7.001  0.097
H 6.436 3.883 8.894  0.102
H 5.526 3.339 11.127  0.108
H 3.067 3.216 11.466  0.120
F 2.208 -2.424 -6.165  0.056
C 1.543 -1.259 -6.041  -0.291
C 1.976 -0.335 -5.110  -0.028
C 1.293 0.867 -4.983  -0.083
C 0.184 1.124 -5.779  -0.086
C -0.238 0.181 -6.707  -0.074
C 0.446 -1.019 -6.845  -0.013
H 2.840 -0.558 -4.496  0.107
H 1.625 1.601 -4.263  0.081
H -0.349 2.060 -5.676  0.105
H -1.103 0.379 -7.326  0.108
H 0.137 -1.763 -7.567  0.120
F -2.988 5.708 -1.930  0.058
C -1.791 5.989 -2.478  -0.289
C -1.695 7.009 -3.404  -0.015
C -0.458 7.296 -3.963  -0.077
C 0.661 6.558 -3.597  -0.088
C 0.546 5.534 -2.667  -0.078
C -0.688 5.248 -2.099  -0.019
H -2.580 7.567 -3.681  0.119
H -0.367 8.096 -4.685  0.107
H 1.624 6.783 -4.039  0.103
H 1.416 4.954 -2.385  0.073
H -0.801 4.458 -1.366  0.107

Results
Energy above the lowest of the compared OMol25 structures with the same formula, charge and spin, kJ/mol: 0.0
E_LUMO, eV: -2.93
Largest force on an atom, hartree/bohr: 0.035
Total energy, a.u.: -3042.1470
Charge: +1
HOMO level, eV: -10.62
HOMO-LUMO gap, eV: 7.70